[1]
ORCA calculation (ωB97M-V/def2-TZVPD) on a cluster of 3 separate species, C17H26N2O4 in total at a distorted geometry.

Output
SMILES string: O=COCCc1ccc2nccnc2c1.CC(C)O.CC(C)O
Energy relative to the best compared isomer or geometry (same formula, charge and spin) in kJ/mol: 1575.5
Total energy in eV: -29207.097
Gap between HOMO and LUMO in eV: 7.24
HOMO level in eV: -8.49

Each line ends with the Mulliken charge.
Positions of all 49 atoms, in Å:
O  -2.815680  -0.358876  -4.570004  -0.454
C  -2.355057  -1.616113  -4.531604  0.215
O  -2.788013  -2.623337  -3.508221  -0.273
C  -1.525115  -3.141933  -2.958948  -0.454
C  -1.652827  -3.617812  -1.361609  -0.573
C  -0.343598  -2.907313  -0.606998  0.245
C  1.083315  -3.747302  -0.763275  -0.404
C  2.406418  -3.051961  -0.066740  -0.447
C  2.332032  -1.586683  0.731696  0.366
N  3.632498  -1.064407  1.273723  -0.510
C  3.475478  0.230789  2.016387  -0.062
C  2.033382  0.965278  2.190151  -0.047
N  0.711680  0.516824  1.631186  -0.477
C  0.931081  -0.780307  0.905549  0.399
C  -0.420650  -1.468900  0.203820  -0.417
H  -1.565680  -2.019289  -5.325908  0.344
H  -0.741525  -2.242904  -3.014433  0.397
H  -1.049391  -4.019645  -3.572910  0.225
H  -2.671560  -3.286915  -0.879663  0.320
H  -1.521077  -4.783282  -1.376676  0.298
H  1.126904  -4.764521  -1.356115  0.258
H  3.421863  -3.670780  -0.170787  0.257
H  4.458044  0.708783  2.484420  0.206
H  2.023731  1.973919  2.828478  0.320
H  -1.498370  -0.962577  0.253603  0.242
C  6.577344  4.067504  3.599175  -1.268
C  5.305676  3.966178  4.426378  0.323
C  5.617847  3.829473  5.908088  -1.247
O  4.551456  2.835908  3.996420  -0.438
H  7.191903  3.167463  3.713394  0.328
H  6.337588  4.153058  2.533895  0.318
H  7.172582  4.936919  3.895256  0.395
H  4.687189  4.855103  4.260978  0.268
H  6.198348  2.921006  6.104204  0.335
H  4.693693  3.745215  6.489803  0.312
H  6.184367  4.691711  6.273415  0.379
H  5.092906  2.041866  4.139566  0.318
C  -5.705389  0.518624  -1.899375  -1.031
C  -6.781432  0.549602  -2.973081  0.388
C  -6.908347  -0.795987  -3.669421  -1.046
O  -6.459882  1.550736  -3.935140  -0.560
H  -4.725245  0.290938  -2.333286  0.157
H  -5.616766  1.497034  -1.415139  0.312
H  -5.931892  -0.231325  -1.135092  0.350
H  -7.742150  0.823524  -2.523573  0.272
H  -5.970900  -1.070293  -4.166115  0.149
H  -7.677782  -0.755328  -4.447798  0.308
H  -7.170860  -1.585385  -2.958224  0.352
H  -5.608143  1.315719  -4.339450  0.353

Cartesian forces (eV/Å) of the 3 atoms listed first:
O 2.824 -8.683 0.408
C -2.714 5.013 0.477
O 2.265 2.323 -2.259

[2]
ORCA calculation (ωB97M-V/def2-TZVPD) on a cluster of 5 separate species, C17H26N2O9 in total at a distorted geometry.

Output
SMILES string: O=C1OCCO1.O=C1OCCO1.O=C1OCCO1.CCCC#N.CCCC#N
Energy relative to the best compared isomer or geometry (same formula, charge and spin) in kJ/mol: 237.1
Total energy in eV: -39454.895
Gap between HOMO and LUMO in eV: 10.15
HOMO level in eV: -10.52

Each line ends with the Mulliken charge.
Positions of all 54 atoms, in Å:
O  -3.570309  -2.555420  -2.769744  -0.629
C  -2.769356  -1.907674  -3.502214  0.652
O  -2.259061  -2.360340  -4.713618  -0.316
C  -1.687484  -1.356195  -5.374385  -0.236
C  -1.590359  -0.332948  -4.254795  -0.456
O  -2.244553  -0.868960  -3.168213  -0.196
H  -0.714745  -1.630931  -5.782297  0.278
H  -2.456148  -0.968622  -6.042993  0.276
H  -1.846869  0.669043  -4.598767  0.352
H  -0.545024  -0.213091  -3.970151  0.270
O  2.625545  7.020970  3.664124  -0.602
C  2.500750  6.209813  2.711433  0.665
O  1.981976  6.414585  1.475024  -0.344
C  2.374911  5.320090  0.652247  -0.393
C  2.511090  4.199941  1.665937  0.389
O  2.777488  4.941696  2.844477  -0.362
H  1.671208  4.964239  -0.100264  0.346
H  3.362941  5.429667  0.205171  0.323
H  3.452020  3.694671  1.448070  -0.263
H  1.708646  3.489641  1.865045  0.152
O  6.584590  2.785370  2.420283  -0.558
C  5.693502  2.133048  1.852375  0.712
O  5.665145  1.826153  0.480969  -0.359
C  4.459422  1.022771  0.197925  -0.306
C  3.728181  0.910691  1.546083  0.258
O  4.610429  1.665766  2.476690  -0.362
H  3.837604  1.479854  -0.571824  0.242
H  4.786126  0.058613  -0.191662  0.312
H  3.634979  -0.141886  1.813498  0.323
H  2.761307  1.412755  1.580576  -0.193
C  -3.548639  -6.381053  0.810917  -1.234
C  -3.422565  -4.980260  0.239069  -0.457
C  -3.233174  -3.791800  1.240039  -0.079
C  -4.130145  -3.733646  2.353975  0.339
N  -4.849479  -3.624836  3.250679  -0.469
H  -4.523649  -6.556216  1.265640  0.341
H  -2.825871  -6.349628  1.626221  0.303
H  -3.260541  -7.126490  0.069682  0.351
H  -4.359998  -4.826648  -0.295470  0.336
H  -2.511408  -5.004904  -0.358656  0.312
H  -3.100142  -2.853356  0.701797  -0.038
H  -2.199103  -3.926044  1.557511  0.287
C  -1.693708  -0.651831  1.134202  -1.459
C  -0.605139  0.518490  0.962543  -0.168
C  -0.461148  0.981130  -0.523472  -0.158
C  0.499275  1.981308  -0.817683  0.141
N  1.386405  2.733940  -1.024745  -0.544
H  -1.490280  -1.419589  0.387708  0.319
H  -2.623412  -0.233747  0.748259  0.383
H  -1.745481  -1.168259  2.092706  0.462
H  0.342196  0.097951  1.299900  0.188
H  -0.951176  1.418599  1.470635  0.387
H  -1.400296  1.436995  -0.836984  0.284
H  -0.336476  0.146586  -1.213469  0.197

Cartesian forces (eV/Å) of the 3 atoms listed first:
O 2.854 2.004 -3.107
C -5.468 -9.584 1.197
O -2.441 -3.726 2.595

[3]
ORCA calculation (ωB97M-V/def2-TZVPD) on a structure of composition C17H26N2OZr at a distorted geometry.

Output
Energy relative to the best compared isomer or geometry (same formula, charge and spin) in kJ/mol: 0.0
Total energy in eV: -24343.846
Gap between HOMO and LUMO in eV: 8.22
Charge: +2
HOMO level in eV: -15.75

Each line ends with the Mulliken charge.
Positions of all 47 atoms, in Å:
C  -0.528976  2.078617  0.996381  -1.813
C  -0.178602  -1.770600  1.698733  -0.890
H  0.436218  2.464183  1.399459  0.591
H  -1.157098  1.916672  1.890305  0.252
H  -0.988175  2.918675  0.423912  0.558
H  0.245926  -2.021506  0.680210  0.196
H  0.306961  -2.472171  2.392341  0.436
H  -1.270430  -1.946874  1.756629  0.392
C  0.609481  2.712361  -1.841537  -0.114
C  0.888559  3.467606  -2.976155  -0.891
C  1.095194  2.824597  -4.193085  -0.497
C  0.971484  1.442126  -4.242325  -0.784
H  0.417179  3.171086  -0.877391  0.520
H  0.935242  4.549638  -2.876342  0.426
H  1.337869  3.383720  -5.095495  0.471
H  1.077053  0.902805  -5.176869  0.354
N  0.552678  1.359622  -1.868415  0.039
C  0.692498  0.712579  -3.071501  0.788
C  0.514710  -0.736512  -3.072552  0.682
N  0.244024  -1.336469  -1.868687  -0.079
C  0.050898  -2.680540  -1.845871  -0.006
C  0.472324  -2.878545  -4.214740  -0.556
C  0.196150  -3.473505  -2.980974  -0.838
H  -0.208598  -3.109756  -0.872610  0.463
H  0.082530  -4.550633  -2.893672  0.417
C  0.607643  -1.494216  -4.254219  -0.791
H  0.782826  -0.978975  -5.188634  0.355
H  0.578369  -3.462362  -5.121773  0.485
Zr  -0.108823  0.135036  -0.043827  1.678
C  -2.222531  -0.020657  -0.421052  -1.164
H  -2.575152  -1.046125  -0.588789  0.393
H  -2.444166  0.558024  -1.334631  0.398
H  -2.813584  0.420828  0.397080  0.421
C  -1.369954  -0.287562  3.950878  -1.318
C  0.101067  -0.174196  3.557293  1.222
C  0.613324  1.222240  3.839238  -1.670
C  1.026989  -1.129247  4.309322  -1.635
O  0.206848  -0.431930  2.077126  -0.206
H  -1.495012  -0.076478  5.022945  0.444
H  -1.767401  -1.284799  3.728412  0.395
H  -1.948048  0.462087  3.386232  0.265
H  0.632198  1.350011  4.932601  0.487
H  1.625752  1.379834  3.448820  0.428
H  -0.040048  1.994758  3.426606  0.349
H  0.756543  -2.192061  4.234485  0.474
H  2.072505  -1.005474  3.994509  0.427
H  0.985544  -0.865889  5.377635  0.451

Cartesian forces (eV/Å) of the 3 atoms listed first:
C 0.173 0.829 -0.520
C 0.190 -0.819 0.712
H -0.332 -0.099 -0.289

[4]
ORCA calculation (ωB97M-V/def2-TZVPD) on a cluster of 2 separate species, C17H26N3O in total at a distorted geometry.

Output
Total energy in eV: -24561.604
Gap between HOMO and LUMO in eV: 6.07
Charge: +1
HOMO level in eV: -10.49

Each line ends with the Mulliken charge.
Positions of all 47 atoms, in Å:
C  0.869326  -4.103586  0.259893  -0.680
C  0.763101  -2.677803  0.829957  -0.699
N  -0.436790  -2.016109  0.537473  -0.357
C  -1.478409  -2.757810  0.616950  0.105
C  -2.892523  -2.272641  0.461207  -0.205
C  -3.803964  -3.502098  0.696900  -0.584
C  -2.860538  -4.719259  0.688158  -0.697
N  -1.507694  -4.146549  0.824298  0.131
C  -0.285261  -4.956669  0.776351  -0.587
H  0.836101  -4.059071  -0.835021  0.294
H  1.836855  -4.558734  0.512385  0.371
H  0.865283  -2.716909  1.924010  0.299
H  1.594994  -2.051316  0.477433  0.351
H  -3.089176  -1.468774  1.179705  0.149
H  -3.020134  -1.839311  -0.537685  0.248
H  -4.291521  -3.415560  1.676705  0.273
H  -4.604106  -3.586846  -0.049543  0.300
H  -3.058396  -5.416124  1.505962  0.338
H  -2.910079  -5.284516  -0.248056  0.344
H  -0.466886  -5.832005  0.145178  0.350
H  -0.081755  -5.329075  1.785708  0.281
C  3.702504  4.500132  -3.828889  -0.808
O  2.443652  3.894484  -4.011297  -0.416
C  1.882280  3.345659  -2.850799  0.867
C  0.615709  2.751711  -2.946781  -0.686
C  0.010401  2.184240  -1.857312  -0.476
C  0.629810  2.223304  -0.584440  0.257
C  -0.019913  1.682211  0.546662  -0.300
N  0.025165  2.235383  1.813500  0.180
C  -0.759753  1.627462  2.883581  -0.883
C  0.323948  3.656084  1.996202  -0.994
C  1.906976  2.831589  -0.491446  -0.846
C  2.517571  3.355247  -1.600541  -0.267
H  4.007161  4.952082  -4.772634  0.243
H  3.642434  5.281597  -3.070358  0.349
H  4.442242  3.752432  -3.540051  0.350
H  0.120324  2.756947  -3.902073  0.451
H  -0.965150  1.737254  -1.939111  0.471
H  -0.727940  0.886478  0.395288  0.408
H  -0.731940  2.239357  3.783421  0.400
H  -1.796591  1.530675  2.568158  0.354
H  -0.363164  0.644773  3.128666  0.285
H  -0.233226  4.065447  2.836911  0.408
H  1.385811  3.804222  2.180304  0.289
H  0.028874  4.203970  1.102847  0.400
H  2.422418  2.812106  0.453721  0.499
H  3.511979  3.755916  -1.521474  0.441

Cartesian forces (eV/Å) of the 3 atoms listed first:
C 0.132 0.071 -0.170
C 1.932 -0.576 0.319
N -2.062 0.686 -0.082

[5]
ORCA calculation (ωB97M-V/def2-TZVPD) on a cluster of 2 separate species, C17H26N3O6S2 in total at a distorted geometry.

Output
Total energy in eV: -56461.130
Gap between HOMO and LUMO in eV: 8.80
Charge: +1
HOMO level in eV: -11.72

Each line ends with the Mulliken charge.
Positions of all 54 atoms, in Å:
C  -3.126419  1.290665  1.314963  -0.709
C  -3.546894  0.026931  0.396882  -0.324
O  -2.371342  -0.333224  -0.380930  -0.356
C  -2.021548  -1.726058  -0.218931  -0.628
C  -1.419017  -2.042057  1.250682  -0.047
O  -0.064513  -2.566092  1.238286  -0.378
C  0.919575  -1.538557  1.079127  0.022
C  2.214907  -2.072614  0.293020  -0.550
O  2.823377  -0.879852  -0.342379  -0.423
C  2.376870  -0.803228  -1.682665  0.561
N  1.997478  -0.463621  -2.770301  -0.508
N  3.275940  -2.665372  1.143304  -0.256
C  2.789691  -3.094833  2.483908  -0.949
C  1.970910  -1.968839  3.302845  0.353
S  3.232930  -1.075864  4.385087  -0.148
S  0.683091  -2.651316  4.467880  -0.139
N  1.400551  -0.912331  2.355920  -0.289
O  0.516717  -0.072569  2.963861  -0.216
C  0.525089  1.262778  2.366245  0.061
C  1.368530  2.322573  3.273904  -1.030
H  -3.917708  2.125071  1.328771  0.377
H  -2.180720  1.748519  0.861357  0.102
H  -2.996422  0.967453  2.413234  0.196
H  -3.895745  -0.801155  1.115829  0.251
H  -4.448457  0.264029  -0.283909  0.378
H  -1.263222  -2.117222  -0.977726  0.344
H  -2.989102  -2.330619  -0.340761  0.364
H  -2.081514  -2.885213  1.686065  0.296
H  -1.583975  -1.137559  1.927539  0.117
H  0.443348  -0.725824  0.403521  0.569
H  1.850275  -2.735797  -0.560613  0.441
H  4.122245  -2.080543  1.193309  0.330
H  3.656375  -3.557158  3.091115  0.498
H  2.048713  -3.970565  2.325388  0.306
H  2.421015  -0.361014  5.284537  0.228
H  -0.558071  -2.049706  4.214482  0.154
H  2.231587  -0.322613  2.095824  0.700
H  -0.544492  1.697067  2.330512  0.051
H  0.963480  1.269609  1.299137  0.276
H  2.386180  1.916674  3.593320  0.275
H  1.516698  3.268768  2.629754  0.356
H  0.700245  2.640939  4.147724  0.301
C  -0.207961  2.501312  -4.254417  -0.302
C  -0.075959  1.359165  -4.929558  -0.253
C  -0.644632  1.199491  -6.284964  0.307
O  -0.526316  0.157108  -6.900460  -0.540
C  -1.363325  2.355242  -6.862787  -0.358
C  -1.495164  3.497717  -6.187041  -0.387
C  -0.926491  3.656982  -4.831827  0.346
O  -1.044380  4.699334  -4.214860  -0.552
H  0.201443  2.635215  -3.260826  0.437
H  0.447757  0.504176  -4.520993  0.525
H  -1.772692  2.221364  -7.856263  0.415
H  -2.018934  4.353235  -6.595119  0.408

Cartesian forces (eV/Å) of the 3 atoms listed first:
C -0.608 0.173 -0.204
C -0.561 0.918 1.063
O -0.105 -1.299 0.504

[6]
ORCA calculation (ωB97M-V/def2-TZVPD) on the ion C17H26NO2 with charge +1.

Output
SMILES string: C=CC[NH+](CC=C)CCOc1ccc(OC(C)C)cc1
Energy relative to the best compared isomer or geometry (same formula, charge and spin) in kJ/mol: 151.8
Total energy in eV: -23628.212
Gap between HOMO and LUMO in eV: 8.41
Charge: +1
HOMO level in eV: -10.63

Each line ends with the Mulliken charge.
Positions of all 46 atoms, in Å:
C  1.246868  -2.654205  -4.722273  -0.737
C  0.860741  -1.995674  -3.645631  -0.307
C  0.349502  -0.585311  -3.666717  -0.511
N  -0.985500  -0.492881  -3.019080  0.119
C  -2.029713  -1.256395  -3.761269  -0.651
C  -2.430386  -0.587681  -5.042852  0.073
C  -3.639356  -0.103701  -5.259639  -0.875
C  -1.394861  0.900736  -2.724129  -0.882
C  -0.728377  1.335721  -1.412611  -0.689
O  -0.836203  0.222207  -0.556195  -0.251
C  -0.295453  0.303075  0.729881  0.581
C  -0.389711  -0.857393  1.492101  -0.658
C  0.114955  -0.882668  2.769774  -0.673
C  0.731401  0.247529  3.323994  0.461
O  1.171018  0.101166  4.585930  -0.417
C  1.843001  1.162974  5.264180  0.473
C  3.298326  1.259165  4.809514  -1.269
C  1.749624  0.838614  6.750651  -1.504
C  0.819826  1.399434  2.547624  -0.177
C  0.307544  1.427207  1.258459  -0.730
H  1.637524  -3.654126  -4.661492  0.290
H  1.205842  -2.218256  -5.706833  0.255
H  0.929228  -2.446279  -2.664053  0.346
H  1.039265  0.054837  -3.110593  0.351
H  0.274117  -0.212601  -4.689167  0.392
H  -0.892084  -0.905075  -2.069324  0.341
H  -2.900241  -1.361351  -3.110571  0.466
H  -1.620715  -2.249303  -3.969376  0.428
H  -1.680715  -0.550683  -5.819534  0.317
H  -3.907523  0.343794  -6.199897  0.292
H  -4.419047  -0.150312  -4.517027  0.261
H  -2.478141  0.913037  -2.594278  0.498
H  -1.130454  1.561485  -3.549235  0.294
H  0.326037  1.605558  -1.565243  0.529
H  -1.252255  2.208328  -1.006617  0.507
H  -0.869594  -1.728506  1.074032  0.377
H  0.043797  -1.771996  3.374063  0.423
H  1.319898  2.109807  5.069368  0.285
H  3.794112  2.073894  5.329056  0.382
H  3.814025  0.329993  5.038748  0.338
H  3.365136  1.433662  3.737953  0.379
H  2.236105  -0.111789  6.951437  0.341
H  0.708613  0.765285  7.053200  0.373
H  2.234014  1.617109  7.332062  0.418
H  1.280685  2.296177  2.927976  0.358
H  0.390188  2.342450  0.693387  0.385

Cartesian forces (eV/Å) of the 3 atoms listed first:
C 0.000 -0.007 -0.002
C -0.145 0.215 0.078
C 0.722 -0.189 -0.276